ORCA calculation (ωB97M-V/def2-TZVPD) on 3 unconnected molecules or ions with the total composition C8H13O2S.

Values from the calculation:
- energy (Eh) = -861.1058
- ΔE to the lowest compared entry with this formula, charge and spin (kcal per mole) = 79.1
- total charge = -1
- maximum force (eV/Å) = 10.2

CARTESIAN COORDINATES (ANGSTROEM)
1 S -2.99842 0.53404 -1.09917
2 O -1.36342 2.60904 0.26483
3 O -3.95042 0.27004 -2.27117
4 C 1.14858 0.40104 1.04983
5 C 3.27558 -0.90896 1.49883
6 C -1.66742 -0.54396 -1.61017
7 C -3.61142 -0.42296 0.22983
8 C 3.78058 -0.32696 0.16683
9 C 3.01758 0.57804 -0.62117
10 C 1.97258 -0.50796 1.89183
11 C 1.61558 0.89904 -0.22317
12 H -1.12842 -0.81896 -0.64317
13 H 1.48858 -1.04496 2.84683
14 H -4.38442 -0.05696 0.88583
15 H -0.56642 2.22404 0.61383
16 H -2.95542 -0.80196 0.88183
17 H 3.89458 -1.56496 2.25983
18 H -0.92842 0.02204 -2.33017
19 H -4.00442 -1.43296 -0.34717
20 H 1.08358 1.55804 -0.84517
21 H 4.60758 -0.39196 -0.26617
22 H 0.23858 0.44804 1.26583
23 H 3.45158 0.89304 -1.59817
24 H -2.01642 -1.61296 -2.00117

Atomic partial charges in e from the Mulliken method, atoms 1 to 8: 0.6304 -1.0125 -0.7064 -0.7027 -0.4083 -0.6363 -0.9841 -0.4582